The following is a DFT calculation (ωB97M-V/def2-TZVPD) of a molecular structure, C8H20ClNO at a distorted geometry.

Cartesian coordinates (Å):
1 Cl -0.0913 1.4095 -3.6842
2 C -1.2263 1.8773 -1.9408
3 C 0.1463 1.4950 -1.4100
4 N 0.1513 0.0222 -0.7976
5 C -0.1999 -0.9419 -1.9853
6 C 1.6369 -0.4730 -0.5054
7 C 1.8122 -1.8372 0.3099
8 C -0.8814 -0.1846 0.4219
9 C -0.4648 0.6055 1.6950
10 O -1.3643 -0.0203 2.7160
11 C -0.5544 -0.5593 3.8006
12 H -1.9146 2.3034 -1.2109
13 H -1.7305 1.1391 -2.5643
14 H -1.0581 2.7472 -2.5758
15 H 0.3724 2.1428 -0.5630
16 H 0.9519 1.5881 -2.1384
17 H 0.2386 -0.5022 -2.8811
18 H -1.2870 -0.9851 -1.9189
19 H 0.1845 -1.9417 -1.7836
20 H 1.9349 0.3833 0.0997
21 H 2.2782 -0.3180 -1.3730
22 H 1.1544 -2.6393 -0.0249
23 H 1.5003 -1.5700 1.3196
24 H 2.7123 -2.4516 0.3311
25 H -0.8394 -1.2578 0.6078
26 H -1.8944 0.0924 0.1299
27 H -0.8784 1.6059 1.5669
28 H 0.5596 0.4404 2.0288
29 H 0.1173 -1.3435 3.4512
30 H -1.2574 -1.0548 4.4701
31 H -0.1088 0.2281 4.4085

Computed properties:
frontier orbital gap = 6.812 eV
HOMO energy = -6.4 eV
relative energy (zero: lowest compared OMol25 entry of this formula, charge and spin) = 114.9 kcal per mole
lowest unoccupied orbital energy = 0.0133 hartree